One molecule with the formula C2H2O2 at a distorted geometry, computed with ωB97M-V/def2-TZVPD.

Each line ends with the Löwdin charge.
Geometry (Å):
1 C -0.0444 -0.7407 -0.0636  -0.238
2 C -0.0831 0.6781 0.2779  -0.257
3 O 0.6731 -0.7364 -1.0437  0.131
4 O -0.9753 1.4658 0.1694  0.135
5 H -0.5297 -1.5714 0.2747  0.104
6 H 0.9593 0.9046 0.3852  0.124

Forces on atoms 1 to 3 (eV/Å):
C -0.848 0.558 0.466
C -0.012 1.292 0.030
O 2.632 -1.210 -3.105

## Properties
**HOMO level (spin up / spin down)**: -7.43 / -10.68 eV
**Orbital gap (spin up / spin down)**: 8.27 / 7.52 eV
**LUMO energy (spin up / spin down)**: 0.8366 / -3.1622 eV
**2S+1**: 3
**Charge**: 0



C2H2O2Rb as an isolated structure at a distorted geometry, computed with ωB97M-V/def2-TZVPD.

Each line ends with the Löwdin charge.
Geometry (Å):
1 O 0.5023 -1.1518 -0.2681  -0.252
2 C -0.3652 -0.3146 0.4494  -0.319
3 C -0.6386 0.9224 -0.0945  -0.400
4 O -1.1575 1.9711 0.3200  -0.086
5 H 0.2186 -1.3005 -1.1792  0.066
6 Rb 3.0609 0.1141 0.8769  0.819
7 H -1.6204 -0.2407 -0.1046  0.173

Forces on atoms 1 to 3 (eV/Å):
O 0.561 -0.828 -0.204
C -2.098 -0.003 -0.299
C -0.128 3.948 1.010

## Properties
**HOMO level (spin up / spin down)**: -4.86 / -7.40 eV
**Orbital gap (spin up / spin down)**: 3.80 / 6.11 eV
**LUMO energy (spin up / spin down)**: -1.0539 / -1.2892 eV
**2S+1**: 2
**Charge**: 0



One molecule with the formula C2H2O2S at a distorted geometry, computed with ωB97M-V/def2-TZVPD.

Each line ends with the Löwdin charge.
Geometry (Å):
1 C -0.7513 -1.1097 1.9139  -0.530
2 C 0.0954 -0.4370 0.7386  -0.381
3 O -0.8473 -1.3035 3.0502  0.192
4 O -1.2137 -1.2882 0.7061  0.035
5 S -0.3171 1.3704 0.3966  0.709
6 H 0.8755 -0.9652 0.1008  0.112
7 H -1.0072 1.1129 -0.7377  -0.137

Forces on atoms 1 to 3 (eV/Å):
C 2.809 1.610 -3.700
C -1.475 -0.054 0.229
O -0.772 -0.565 1.511

## Properties
**HOMO level**: -9.92 eV
**Orbital gap**: 10.58 eV
**SMILES**: O=C1O[C@H]1S
**LUMO energy**: 0.6602 eV
**Charge**: 0



Quick rundown of E, same order as above: -6196.2742; -6851.4928; -17034.3597 eV